Record 1
ORCA calculation (the ωB97M-V functional and the def2-TZVPD basis) on a molecular structure, C33H34Br2FN5OSSeSiZr.

Geometry (Å):
C  -0.376  4.040  0.653
H  4.593  -0.026  2.026
H  3.132  4.615  1.498
H  -4.143  0.626  -2.451
H  -4.114  -1.674  3.979
C  -4.434  0.100  1.922
C  1.635  3.248  1.479
C  0.642  2.663  -2.086
H  -2.350  -1.563  4.135
C  0.444  -4.133  2.779
C  -1.022  3.644  -4.143
H  -2.497  -0.010  -0.658
C  -0.681  2.178  -2.268
H  -4.393  -0.660  1.139
C  0.347  -2.386  0.546
H  -4.275  0.800  4.577
H  4.824  -4.591  0.363
H  -3.498  2.345  -4.121
H  1.314  -1.052  -4.121
H  -0.463  6.138  0.035
C  0.667  -0.637  -3.343
H  -1.734  -2.367  -3.643
H  -3.393  2.003  3.617
C  4.197  -2.594  -0.108
C  1.437  5.527  0.775
Br  -2.085  4.312  -5.554
C  -1.992  0.216  2.115
C  -3.233  -0.032  2.867
H  2.394  -3.087  -2.531
H  0.608  4.917  -4.618
H  -3.058  -2.189  2.646
C  1.005  -2.095  1.734
C  -0.246  -4.483  1.627
C  1.067  3.659  -2.924
Zr  0.772  0.523  0.088
C  -1.529  2.634  -3.280
C  0.234  4.143  -3.962
H  3.823  -2.863  -1.087
N  2.148  4.505  1.301
C  4.759  -3.564  0.710
C  4.112  -1.280  0.341
H  -5.365  -0.034  2.478
Si  0.222  -2.024  -2.175
C  1.088  -2.901  2.834
C  4.614  -1.027  1.615
H  -0.216  -0.212  -3.829
H  5.548  -1.870  3.350
H  -2.270  -2.022  -1.992
C  0.133  5.343  0.454
N  -1.050  1.230  -1.359
C  -3.187  -1.455  3.443
C  -3.168  1.093  -2.427
F  1.638  -0.868  1.776
C  1.364  -3.446  -2.492
H  1.125  -3.910  -3.453
H  1.645  -2.570  3.701
C  -2.252  0.713  -1.427
S  2.533  1.976  2.019
H  -1.405  3.804  0.393
H  1.965  6.460  0.638
C  -2.811  2.040  -3.343
C  -0.971  0.356  1.467
N  0.326  3.051  1.127
H  -0.755  -5.437  1.573
H  -1.678  -3.628  -2.411
C  5.155  -2.065  2.356
H  -2.508  0.910  4.685
N  5.237  -3.328  1.932
H  1.248  0.169  -2.892
C  -1.526  -2.559  -2.586
Se  3.364  0.109  -0.732
C  -3.360  0.985  4.008
H  1.302  -4.216  -1.720
H  0.483  -4.803  3.627
N  0.371  -1.465  -0.520
O  1.342  2.116  -1.120
H  -4.452  1.084  1.450
C  -0.295  -3.627  0.533
H  -0.851  -3.922  -0.348
Br  2.779  4.399  -2.688

Energy above the lowest of the compared OMol25 structures with the same formula, charge and spin (eV): 0.039
Total charge: 0

***

Record 2
ORCA calculation (the ωB97M-V functional and the def2-TZVPD basis) on a molecular structure, C21H44BBr12I2NO4P2 in a non-equilibrium geometry.

Geometry (Å):
P  -3.967  1.346  -0.611
H  3.526  -6.767  0.155
C  -3.459  -5.115  1.738
H  1.524  -0.163  -1.521
Br  -2.717  -6.847  2.227
O  -2.807  -0.028  -2.944
H  2.552  0.250  -0.065
H  -2.047  -4.932  0.094
H  0.626  -2.126  -0.055
C  3.273  -1.381  -5.103
H  -3.012  -3.479  0.423
O  0.834  2.692  1.630
C  1.866  -1.432  -4.573
C  -5.870  -2.064  1.208
H  3.144  -2.831  2.893
C  -5.111  -0.748  0.992
B  -3.502  1.096  -2.496
C  0.708  1.783  2.748
C  1.663  -1.757  -0.086
C  1.653  -0.252  -0.438
I  -5.761  -1.266  -1.873
H  -3.710  -4.606  2.664
H  -4.373  -5.341  1.191
H  1.144  0.789  2.575
H  5.412  3.858  -0.058
Br  4.519  -0.758  -3.743
H  2.235  -2.290  -0.862
H  1.598  -0.554  -3.993
O  0.515  0.306  0.287
C  -0.745  1.705  3.296
H  3.312  -7.345  1.818
C  3.497  -6.469  1.199
H  1.294  2.234  3.566
H  -2.996  2.044  -4.142
Br  2.480  3.782  0.328
H  -2.775  5.825  -3.947
H  -2.591  -0.541  -2.150
H  -2.419  7.124  -2.794
H  -1.980  0.489  0.539
Br  1.600  -2.978  -3.419
H  -1.340  2.542  -1.442
H  3.634  -2.346  -5.446
Br  5.331  -4.444  0.336
C  -3.184  6.435  -3.147
H  3.350  -0.658  -5.914
C  3.694  5.155  -0.364
H  -1.430  3.460  0.058
H  5.576  -6.462  1.734
H  1.154  -1.557  -5.386
C  4.386  -1.813  4.361
H  -1.283  2.615  3.006
C  4.749  -5.760  1.646
Br  1.928  -5.340  1.423
H  5.808  5.524  -0.524
C  -2.349  1.502  0.305
Br  -1.058  -3.567  1.926
H  -2.591  1.938  1.281
C  -4.888  -0.203  -0.200
C  -1.300  2.446  -0.353
Br  4.972  -0.532  3.018
H  3.320  6.115  -0.019
H  4.623  -5.233  2.588
I  -4.419  0.214  2.754
H  -6.941  -1.898  1.047
H  -4.176  8.000  -4.225
C  -4.426  7.183  -3.551
H  -5.653  -2.413  2.228
H  3.597  5.099  -1.448
H  -3.728  3.013  -3.102
P  0.387  1.918  0.182
C  3.125  -2.514  3.933
H  -1.214  0.829  2.816
C  5.122  4.900  0.047
Br  1.570  -1.362  4.146
H  2.930  -3.377  4.568
Br  -5.644  6.044  -4.555
C  -2.506  -4.332  0.875
H  -0.741  1.524  4.378
H  5.206  -2.524  4.456
Br  5.430  5.387  1.909
H  4.275  -1.266  5.293
Br  -3.530  5.243  -1.645
N  -3.806  2.079  -3.516
H  -4.982  7.572  -2.703
H  2.053  -1.899  0.933
O  1.287  2.338  -0.946
H  -5.449  -2.831  0.544

Total charge: 0

***

Record 3
ORCA calculation (the ωB97M-V functional and the def2-TZVPD basis) on a molecular structure, C58H41F10N5O2PS2Sn in a non-equilibrium geometry.

Geometry (Å):
H  5.473  0.507  -4.187
H  -2.022  4.336  -0.279
C  3.293  -3.532  0.334
H  -1.628  -0.469  -6.333
H  0.939  3.995  -0.443
C  -1.667  3.299  -0.180
C  -0.771  1.396  2.972
C  -0.253  -0.962  3.584
C  -5.410  0.398  1.658
H  2.224  2.384  -0.993
C  3.428  4.256  2.549
O  -0.501  -6.064  3.542
H  -1.905  4.025  -2.743
H  -3.406  2.253  -1.989
C  -3.038  -0.123  1.994
C  -0.370  0.169  -4.725
H  6.193  -3.873  2.020
C  -1.096  3.079  1.191
H  5.425  -0.587  5.217
C  -2.738  -0.440  -2.556
C  4.306  2.130  -1.465
C  -2.558  1.986  -2.629
N  0.937  -4.660  2.005
C  -3.901  2.307  1.884
H  -1.505  3.840  1.858
C  -0.913  0.274  -5.998
H  2.165  4.076  5.685
C  -2.186  1.154  3.556
S  0.968  -2.303  0.709
H  -0.109  5.021  -1.446
O  0.796  -7.177  1.758
F  -2.201  -0.748  1.102
C  2.695  -2.541  1.069
F  -0.950  -1.783  -1.764
C  2.464  1.222  -2.772
F  -3.748  3.646  1.918
C  -4.680  -1.713  -3.363
H  6.330  -2.429  3.843
H  4.647  2.679  -0.594
C  -4.094  -2.928  -3.091
C  5.384  -1.958  3.596
C  1.973  2.553  4.185
C  -1.471  3.031  -2.558
C  0.400  2.232  -6.399
C  0.324  4.019  -1.343
C  0.934  2.135  -5.124
F  -6.189  2.644  1.692
H  2.740  -3.987  -0.479
H  1.657  2.867  -4.782
S  0.043  -6.046  2.217
C  4.765  0.914  -3.473
H  3.470  5.599  4.226
F  -4.741  0.598  -3.385
C  -4.431  -0.484  1.651
H  -0.740  2.830  -3.344
H  -2.534  2.646  -0.284
H  -3.504  -4.025  -1.555
C  3.697  -0.307  3.947
C  -2.199  -1.717  -2.292
H  -0.346  2.326  3.375
H  -1.526  -2.770  -0.749
N  -2.005  0.675  -2.288
H  -2.501  -7.336  1.000
C  5.228  1.626  -2.368
H  -0.648  -0.660  -4.090
H  5.017  -4.800  0.052
C  -0.926  -4.352  0.574
H  6.289  1.774  -2.213
C  -3.129  -5.744  -0.329
C  2.944  1.947  -1.674
C  -2.829  -2.914  -2.541
C  -2.850  -4.471  -0.816
C  4.660  -2.435  2.475
C  -1.555  -1.296  3.878
C  2.402  3.782  4.668
H  0.711  3.045  -7.046
F  -4.683  -1.780  1.455
H  -1.812  -2.266  4.290
Sn  -0.096  0.650  -1.159
H  -3.541  -0.495  4.083
H  -0.007  3.197  1.224
H  3.381  0.552  4.523
P  1.709  0.516  2.181
H  -0.948  1.376  -7.846
F  -5.907  -1.684  -3.892
F  -2.212  -4.063  -2.264
C  0.351  -3.866  1.178
H  -2.471  1.746  4.425
C  3.135  4.639  3.850
C  0.564  1.094  -4.256
H  3.245  2.713  1.061
N  -1.381  1.726  1.610
C  2.285  2.143  2.890
C  3.003  3.015  2.079
N  1.086  1.000  -2.948
C  -4.034  -0.516  -3.101
C  2.947  -0.699  2.867
C  -5.129  1.832  1.765
H  0.510  -1.718  3.766
F  -6.693  0.050  1.532
C  5.221  -3.491  1.721
C  4.890  -0.944  4.344
F  -4.724  -4.079  -3.352
H  1.375  1.888  4.805
C  -2.729  1.433  2.139
H  -3.999  -6.278  -0.692
C  -1.213  -5.618  1.049
C  3.412  0.702  -3.667
C  3.392  -1.869  2.132
N  -0.743  3.015  -1.279
H  0.959  3.816  -2.205
C  -2.304  -6.341  0.620
C  -1.742  -3.760  -0.371
C  4.577  -4.007  0.643
C  -0.533  1.303  -6.849
H  -2.921  2.019  -3.659
H  3.069  0.134  -4.524
C  0.199  0.286  3.113
H  3.984  4.921  1.897
C  -2.616  -0.333  3.523

Total charge: -1

***

Record 4
ORCA calculation (the ωB97M-V functional and the def2-TZVPD basis) on a single C11H12N2O4S2 molecule in a non-equilibrium geometry.

Geometry (Å):
H  -2.863  -2.129  2.278
H  1.945  3.662  -2.820
C  3.020  -2.552  0.891
N  -2.869  -1.139  1.975
H  0.700  2.198  -1.507
C  -0.336  -0.586  2.078
H  3.423  -0.678  -0.146
H  1.737  -1.220  -0.122
C  2.620  -1.141  0.478
C  0.269  1.655  1.212
H  3.043  2.801  -1.767
H  3.268  -3.131  -0.027
C  -2.179  0.820  1.281
C  2.259  3.564  -1.786
C  -3.967  -0.443  1.519
C  0.706  0.403  1.704
H  -4.996  -0.778  1.533
H  0.260  3.925  -1.062
O  -1.610  2.912  0.463
C  -1.750  -0.390  1.815
C  -1.201  1.904  1.012
O  2.750  4.817  -1.293
H  1.478  -2.624  2.121
H  3.951  -2.479  1.486
N  -3.588  0.727  1.091
O  -0.043  -1.640  2.585
H  3.523  5.096  -1.813
O  1.973  -3.231  1.581
S  2.403  0.016  1.857
C  1.061  3.149  -1.008
S  1.417  2.919  0.795

Energy above the lowest of the compared OMol25 structures with the same formula, charge and spin (eV): 0.000
Total charge: 0

***

| no. | highest occupied orbital energy (eV) | DFT total energy (Eh) | frontier orbital gap (eV) |
| --- | --- | --- | --- |
| 1 | -7.0575 | -10011.1430 | 6.13 |
| 2 | -7.4663 | -33373.4379 | 7.27 |
| 3 | -2.9721 | -5009.4309 | 5.03 |
| 4 | -8.8913 | -1633.1653 | 7.20 |